Entry 1:
The following is a DFT calculation (the ωB97M-V functional and the def2-TZVPD basis) of a 2-piece molecular cluster, C3H9NO overall.

As for the structure (SMILES): CC=O.CN. The value obtained for the highest occupied orbital energy is -0.34351 Ha. The HOMO-LUMO gap is 10.0 eV. As for the energy above the lowest of the compared OMol25 structures with the same formula, charge and spin: 142.28 kJ/mol. The spin multiplicity is 1. The LUMO energy comes out at 0.025 hartree.

Geometry (Å):
O1 1.95 2.87 -2.15
N1 -0.66 -0.93 2.82
C1 0.81 2.59 -2.35
C2 -0.59 -2.42 2.64
C3 0.33 1.27 -2.87
H1 -0.70 1.37 -3.23
H2 0.92 0.77 -3.63
H3 0.25 -0.58 3.09
H4 -1.09 -2.69 1.71
H5 0.29 0.64 -1.99
H6 0.44 -2.77 2.58
H7 -1.04 -2.91 3.51
H8 -0.93 -0.52 1.94
H9 0.03 3.32 -2.07

Entry 2:
The following is a DFT calculation (the ωB97M-V functional and the def2-TZVPD basis) of C6H14CeO3 as an isolated structure.

The value obtained for the highest occupied orbital energy (alpha / beta) is -0.83456 / -0.83465 Ha. The HOMO-LUMO gap (alpha / beta) is 9.7 / 10.2 eV. The net charge is +3. As for the energy above the lowest of the compared OMol25 structures with the same formula, charge and spin: 0.00 kJ/mol. The spin multiplicity is 2. The LUMO energy (alpha / beta) comes out at -0.478 / -0.462 hartree.

Geometry (Å):
Ce1 -2.02 -0.77 -0.03
O1 -4.09 -1.01 0.22
O2 -2.16 1.33 1.10
O3 -2.20 -1.18 2.13
C1 -3.41 -1.91 2.41
C2 -5.22 -0.05 -0.53
C3 -4.53 -1.38 1.53
C4 -2.26 1.22 2.54
C5 -1.74 -0.13 2.99
C6 -2.92 2.36 0.55
H1 -3.20 -2.97 2.21
H2 -2.36 2.86 -0.25
H3 -1.68 2.03 2.99
H4 -3.31 3.03 1.33
H5 -3.32 1.31 2.82
H6 -4.85 0.19 -1.53
H7 -4.00 1.87 0.06
H8 -5.72 0.65 0.15
H9 -4.86 -0.44 2.00
H10 -5.37 -2.08 1.50
H11 -6.01 -0.78 -0.74
H12 -3.67 -1.82 3.47
H13 -0.65 -0.15 2.93
H14 -2.08 -0.34 4.02

Entry 3:
The following is a DFT calculation (the ωB97M-V functional and the def2-TZVPD basis) of a 2-piece molecular cluster, C4H11N3O2 overall.

As for the structure (SMILES): [H]/N=C(/N)NC.CC(=O)O. The value obtained for the highest occupied orbital energy is -0.31903 Ha. The HOMO-LUMO gap is 9.5 eV. As for the energy above the lowest of the compared OMol25 structures with the same formula, charge and spin: 339.64 kJ/mol. The spin multiplicity is 1. The LUMO energy comes out at 0.029 hartree.

Geometry (Å):
O1 2.41 1.58 -0.48
O2 0.90 2.02 -2.14
N1 -0.42 -0.73 0.35
N2 -2.57 -1.06 1.51
N3 -0.71 -2.58 1.95
C1 1.85 1.40 -1.69
C2 -2.98 0.34 1.59
C3 -1.29 -1.34 1.18
C4 2.80 0.42 -2.41
H1 -1.50 -3.14 1.93
H2 3.76 0.81 -2.44
H3 -0.76 -0.17 -0.38
H4 -2.87 0.73 0.56
H5 -3.22 -1.77 1.33
H6 -3.81 0.53 2.23
H7 -2.13 0.82 2.28
H8 2.25 -0.09 -3.29
H9 2.32 2.43 -0.02
H10 2.80 -0.43 -1.78
H11 0.34 -2.93 1.83

Entry 4:
The following is a DFT calculation (the ωB97M-V functional and the def2-TZVPD basis) of an isolated ion of composition C5H12NO and charge -2.

The value obtained for the highest occupied orbital energy (alpha / beta) is 0.15444 / 0.00261 Ha. The HOMO-LUMO gap (alpha / beta) is 2.8 / 7.0 eV. The net charge is -2. As for the energy above the lowest of the compared OMol25 structures with the same formula, charge and spin: 199.99 kJ/mol. The spin multiplicity is 2. The LUMO energy (alpha / beta) comes out at 0.256 / 0.261 hartree.

Geometry (Å):
O1 -2.14 -2.03 0.79
N1 -1.41 -0.24 -0.88
C1 -0.75 -1.79 0.92
C2 1.76 0.00 -0.44
C3 -0.61 -0.33 0.40
C4 0.06 2.07 -0.35
C5 0.56 0.69 0.35
H1 0.92 2.78 -0.21
H2 -1.26 0.13 1.27
H3 -0.23 -1.93 1.92
H4 1.64 -0.51 -1.38
H5 -0.90 2.30 -0.10
H6 -0.19 -2.70 0.22
H7 2.12 -0.69 0.39
H8 -0.05 2.14 -1.49
H9 2.71 0.68 -0.57
H10 -2.20 -0.72 -0.68
H11 -0.92 -0.79 -1.61
H12 0.87 0.94 1.44

Entry 5:
The following is a DFT calculation (the ωB97M-V functional and the def2-TZVPD basis) of an isolated ion of composition C13H25N4O2 and charge +1.

As for the structure (SMILES): CC[NH+](CC)CCCNCC(=O)Nc1cc(C)on1. The value obtained for the highest occupied orbital energy is -0.44729 Ha. The HOMO-LUMO gap is 10.2 eV. The net charge is +1. As for the energy above the lowest of the compared OMol25 structures with the same formula, charge and spin: 0.00 kJ/mol. The spin multiplicity is 1. The LUMO energy comes out at -0.073 hartree.

Geometry (Å):
O1 0.29 3.49 -3.46
O2 0.36 0.91 1.36
N1 -1.64 -0.21 0.08
N2 0.09 2.63 -2.44
N3 -0.28 -1.92 1.56
N4 0.84 2.45 -0.19
C1 -0.86 0.75 -0.69
C2 1.47 5.53 -4.05
C3 1.49 4.26 -1.78
C4 -0.89 -1.80 2.90
C5 -0.64 -2.98 3.83
C6 1.19 -2.00 1.65
C7 -2.22 -1.33 -0.65
C8 1.90 -1.90 0.31
C9 0.79 3.07 -1.42
C10 1.13 4.47 -3.08
C11 -1.23 -2.50 -0.68
C12 0.16 1.37 0.25
C13 -0.89 -2.99 0.73
H1 -0.58 -1.00 1.06
H2 1.63 -0.98 -0.20
H3 -1.23 -2.86 4.73
H4 -0.22 -3.85 0.68
H5 -1.67 -3.32 -1.24
H6 0.40 -3.04 4.13
H7 2.97 -1.88 0.49
H8 -0.50 -0.88 3.35
H9 1.59 5.10 -5.04
H10 1.70 -2.75 -0.33
H11 -3.13 -1.64 -0.14
H12 -1.82 -3.32 1.21
H13 -1.46 1.54 -1.16
H14 1.51 -1.16 2.28
H15 -0.33 0.24 -1.50
H16 1.49 2.86 0.47
H17 1.46 -2.94 2.14
H18 -0.93 -3.92 3.36
H19 2.39 6.03 -3.75
H20 0.67 6.27 -4.10
H21 -1.97 -1.67 2.76
H22 -0.33 -2.19 -1.20
H23 2.14 4.84 -1.16
H24 -2.34 0.29 0.62
H25 -2.49 -1.05 -1.68

Entry 6:
The following is a DFT calculation (the ωB97M-V functional and the def2-TZVPD basis) of C16H16N3O4Rh as an isolated structure.

The value obtained for the highest occupied orbital energy (alpha / beta) is 0.00402 / 0.00329 Ha. The HOMO-LUMO gap (alpha / beta) is 5.2 / 5.2 eV. The net charge is -2. As for the energy above the lowest of the compared OMol25 structures with the same formula, charge and spin: 2221.36 kJ/mol. The spin multiplicity is 1. The LUMO energy (alpha / beta) comes out at 0.195 / 0.195 hartree.

Geometry (Å):
Rh1 0.65 1.45 0.05
O1 -0.63 -0.79 1.43
O2 -2.12 4.42 -0.80
O3 0.95 0.84 2.09
O4 2.51 1.52 0.07
N1 -1.28 0.36 0.03
N2 -1.13 2.35 -0.50
N3 1.38 3.47 -0.28
C1 0.26 4.41 -0.57
C2 1.67 -2.93 -0.90
C3 0.98 -1.87 -0.30
C4 -2.94 -1.41 0.24
C5 -1.12 3.73 -0.61
C6 -2.34 -3.76 0.20
C7 3.13 -0.71 -0.14
C8 -0.50 -2.14 -0.07
C9 3.03 -2.92 -1.10
C10 1.73 -0.68 0.06
C11 -0.95 -3.42 0.02
C12 -0.15 0.49 1.54
C13 -3.29 -2.77 0.29
C14 -1.58 -1.05 0.10
C15 -1.25 1.84 1.09
C16 3.76 -1.82 -0.70
H1 -1.05 2.67 1.81
H2 -2.70 1.46 1.47
H3 3.75 0.13 0.15
H4 1.83 3.22 -1.16
H5 -2.63 -4.80 0.27
H6 4.84 -1.81 -0.83
H7 -2.11 1.10 0.89
H8 -4.33 -3.05 0.42
H9 0.42 4.92 -1.53
H10 -3.71 -0.65 0.32
H11 3.52 -3.78 -1.55
H12 2.11 3.92 0.26
H13 -0.25 -4.25 -0.01
H14 0.21 5.18 0.21
H15 -1.81 0.94 -0.75
H16 1.13 -3.81 -1.23

Entry 7:
The following is a DFT calculation (the ωB97M-V functional and the def2-TZVPD basis) of C42H37BCl5N10O3Rb as an isolated structure.

The value obtained for the highest occupied orbital energy is -0.05479 Ha. The HOMO-LUMO gap is 5.1 eV. The net charge is -2. As for the energy above the lowest of the compared OMol25 structures with the same formula, charge and spin: 76.36 kJ/mol. The spin multiplicity is 1. The LUMO energy comes out at 0.133 hartree.

Geometry (Å):
Rb1 -0.20 1.66 -0.96
Cl1 1.13 4.31 -2.04
Cl2 -1.12 5.40 2.82
Cl3 1.32 9.34 -0.01
Cl4 -0.17 8.37 2.56
Cl5 1.94 7.32 -2.31
O1 3.85 -0.67 3.63
O2 0.14 -3.31 -0.37
O3 -1.33 -4.84 2.70
N1 0.12 -2.68 2.55
N2 -0.28 -0.99 0.95
N3 -1.85 -0.11 -3.06
N4 -1.43 0.11 -4.32
N5 -1.91 2.89 -3.25
N6 0.88 1.09 -4.05
N7 1.19 0.03 -3.28
N8 1.65 -0.98 2.29
N9 -1.14 2.66 -4.34
N10 -2.22 2.18 1.34
C1 -3.54 2.34 1.34
C2 2.11 -4.02 1.95
C3 4.62 1.16 2.21
C4 3.69 0.20 2.55
C5 2.51 0.06 1.79
C6 -1.80 -0.91 -5.13
C7 -2.23 -3.78 -0.53
C8 4.36 1.97 1.10
C9 1.94 1.91 -4.17
C10 -3.68 2.04 3.69
C11 -3.76 -2.17 0.39
C12 2.99 1.38 -3.44
C13 -3.54 -3.37 -0.26
C14 1.88 -6.41 1.79
C15 2.21 0.82 0.68
C16 -0.97 3.80 -5.03
C17 0.70 5.45 -0.72
C18 -2.19 4.18 -3.27
C19 -2.68 -1.39 0.78
C20 -1.16 -2.99 -0.15
C21 1.11 6.77 -0.89
C22 -0.22 5.90 1.34
C23 5.02 -0.52 4.39
C24 3.19 1.79 0.38
C25 0.49 -1.48 1.85
C26 -2.49 -1.83 -4.37
C27 -2.25 -5.85 2.35
C28 -4.32 2.29 2.49
C29 -2.48 -1.27 -3.08
C30 -1.63 4.82 -4.38
C31 -0.01 -5.06 2.39
C32 0.54 -6.30 2.13
C33 0.02 4.97 0.37
C34 -1.37 -1.78 0.55
C35 0.78 -3.88 2.31
C36 0.83 7.68 0.14
C37 -2.31 1.86 3.71
C38 2.66 -5.27 1.70
C39 0.42 -4.49 -1.08
C40 -1.62 1.95 2.50
C41 2.45 0.20 -2.90
C42 0.16 7.24 1.27
B1 -0.53 1.28 -4.72
H1 -2.83 -0.44 1.29
H2 0.08 -5.38 -0.53
H3 2.90 -0.50 -2.22
H4 -1.53 -0.89 -6.17
H5 5.08 0.47 4.85
H6 1.50 -4.53 -1.18
H7 2.72 -3.13 1.83
H8 -1.67 5.86 -4.65
H9 -0.54 1.83 2.46
H10 -2.14 -6.12 1.30
H11 -4.25 1.98 4.62
H12 -0.40 1.28 -5.93
H13 -4.00 2.52 0.37
H14 -2.78 4.61 -2.47
H15 -4.77 -1.83 0.59
H16 -5.39 2.44 2.43
H17 -2.92 -1.65 -2.17
H18 -1.77 1.67 4.62
H19 1.87 2.83 -4.72
H20 -0.09 -7.18 2.18
H21 -3.24 -5.43 2.52
H22 -2.12 -6.74 2.97
H23 3.03 2.45 -0.48
H24 3.96 1.81 -3.27
H25 -2.93 -2.76 -4.70
H26 5.07 2.74 0.82
H27 1.96 -1.40 3.16
H28 -0.88 -2.81 2.52
H29 3.70 -5.34 1.42
H30 5.91 -0.69 3.78
H31 -0.39 3.80 -5.94
H32 -2.06 -4.71 -1.07
H33 -0.04 -4.47 -2.08
H34 4.97 -1.28 5.18
H35 -4.37 -3.99 -0.58
H36 2.31 -7.39 1.59
H37 5.53 1.29 2.78

Entry 8:
The following is a DFT calculation (the ωB97M-V functional and the def2-TZVPD basis) of a 2-piece molecular cluster, C17H19F10N2O3S2 overall.

The value obtained for the highest occupied orbital energy is -0.41814 Ha. The HOMO-LUMO gap is 6.0 eV. The net charge is +1. As for the energy above the lowest of the compared OMol25 structures with the same formula, charge and spin: 0.00 kJ/mol. The spin multiplicity is 1. The LUMO energy comes out at -0.197 hartree.

Geometry (Å):
S1 -2.79 1.56 1.61
S2 6.45 0.05 -2.21
F1 -5.53 0.91 1.70
F2 -7.03 -0.62 -2.01
F3 -4.94 1.87 -1.00
F4 -6.93 1.25 -0.36
F5 -5.44 0.46 -2.98
F6 -3.01 0.03 -0.52
F7 -5.60 -1.05 0.79
F8 -4.99 -1.22 -1.73
F9 2.64 0.24 -2.42
F10 -3.21 -1.00 1.40
O1 5.33 -0.72 -1.58
O2 -3.46 2.74 1.14
O3 -2.70 1.21 2.99
N1 0.37 3.48 0.24
N2 1.26 2.52 0.05
C1 -3.55 0.10 0.72
C2 2.04 -0.46 -1.39
C3 -0.80 3.08 0.68
C4 -5.70 0.82 -0.66
C5 -0.14 0.73 0.76
C6 -0.97 -2.72 4.28
C7 -5.80 -0.17 -1.88
C8 1.11 1.21 0.26
C9 7.54 -1.16 -2.95
C10 -0.27 -1.00 2.60
C11 5.81 0.71 -3.75
C12 -5.12 0.19 0.66
C13 -1.33 -2.91 5.41
C14 2.28 0.33 -0.08
C15 -1.10 1.72 0.95
C16 -0.29 -0.73 1.09
C17 -0.56 -2.49 2.89
H1 0.33 -3.09 2.66
H2 -1.65 -3.11 6.41
H3 0.72 -0.74 2.99
H4 0.98 -0.54 -1.64
H5 3.15 0.95 -0.27
H6 5.06 1.46 -3.51
H7 -1.18 -1.15 0.62
H8 8.31 -0.64 -3.53
H9 2.15 2.85 -0.31
H10 5.36 -0.10 -4.33
H11 0.55 -1.27 0.65
H12 -1.02 -0.40 3.11
H13 6.63 1.17 -4.31
H14 8.02 -1.72 -2.14
H15 -1.35 -2.84 2.22
H16 2.46 -1.46 -1.32
H17 2.50 -0.33 0.75
H18 6.97 -1.84 -3.58
H19 -1.55 3.85 0.82

Entry 9:
The following is a DFT calculation (the ωB97M-V functional and the def2-TZVPD basis) of a 3-piece molecular cluster, C4H13NO3 overall.

The value obtained for the highest occupied orbital energy (alpha / beta) is -0.49888 / -0.49250 Ha. The HOMO-LUMO gap (alpha / beta) is 9.8 / 4.3 eV. The net charge is +1. As for the energy above the lowest of the compared OMol25 structures with the same formula, charge and spin: 303.47 kJ/mol. The spin multiplicity is 2. The LUMO energy (alpha / beta) comes out at -0.137 / -0.335 hartree.

Geometry (Å):
O1 0.59 -0.30 -3.27
O2 0.18 -2.57 0.76
O3 0.40 -0.63 2.74
N1 -0.86 1.19 0.80
C1 0.53 0.25 -0.84
C2 -0.06 2.47 0.85
C3 0.33 -0.56 -2.13
C4 -0.97 0.47 -0.44
H1 -0.65 3.23 0.25
H2 0.99 -0.33 -0.01
H3 1.02 2.24 0.66
H4 -1.73 1.29 1.25
H5 0.26 -1.84 1.45
H6 -0.32 -1.50 -2.05
H7 0.29 -3.35 1.17
H8 0.00 2.65 1.98
H9 -0.13 0.06 2.22
H10 -1.46 -0.51 -0.25
H11 -1.62 0.93 -1.20
H12 0.95 1.25 -1.09
H13 0.19 -0.22 3.61

Entry 10:
The following is a DFT calculation (the ωB97M-V functional and the def2-TZVPD basis) of a 5-piece molecular cluster, C34H46ClIN4O4S2 overall.

As for the structure (SMILES): COCCCCCC[C@]1(Cl)[C@H](CCCS)OS(=O)(=O)C[C@@H]1I.c1ccncc1.c1ccncc1.c1ccncc1.c1ccncc1. The value obtained for the highest occupied orbital energy is -0.33003 Ha. The HOMO-LUMO gap is 8.9 eV. The spin multiplicity is 1. The LUMO energy comes out at -0.003 hartree.

Geometry (Å):
I1 -0.32 -0.55 0.80
Cl1 -2.50 2.35 3.88
S1 -4.02 0.60 1.02
S2 -2.19 -4.00 0.93
O1 -5.15 1.31 1.65
O2 5.95 -1.61 3.23
O3 -3.50 -0.68 1.92
O4 -4.46 0.05 -0.29
N1 2.80 -2.34 -2.07
N2 -3.60 4.16 -6.51
N3 3.71 3.12 -0.24
N4 -0.57 -1.59 -5.12
C1 -3.70 3.36 -5.44
C2 0.53 1.35 4.20
C3 -1.67 -1.00 -5.60
C4 1.72 1.16 3.19
C5 2.99 3.71 -2.46
C6 -4.66 4.91 -6.81
C7 -5.93 4.06 -4.98
C8 -0.34 -1.48 -3.80
C9 2.56 1.52 -1.61
C10 -1.86 0.74 3.23
C11 -2.93 -1.53 4.12
C12 2.39 -0.27 3.20
C13 3.60 4.00 -1.25
C14 -4.84 3.27 -4.65
C15 -2.57 -0.30 -4.82
C16 -2.52 1.67 0.84
C17 -1.17 -0.79 -2.93
C18 -3.06 -3.63 2.53
C19 -2.14 -2.70 3.43
C20 -2.31 -0.19 -3.46
C21 3.10 -3.75 -0.16
C22 3.95 -0.22 3.51
C23 2.36 -2.87 -0.93
C24 2.46 2.44 -2.64
C25 -5.85 4.90 -6.08
C26 4.36 -4.11 -0.60
C27 4.79 -1.14 2.53
C28 -0.63 0.29 4.09
C29 4.84 -3.58 -1.78
C30 5.59 -2.83 3.90
C31 -3.09 -0.25 3.25
C32 4.02 -2.70 -2.48
C33 -1.37 1.08 1.75
C34 3.18 1.91 -0.44
H1 -3.12 -3.78 -0.07
H2 2.33 -0.65 2.14
H3 4.10 -0.49 4.58
H4 5.82 -3.83 -2.16
H5 -4.55 5.55 -7.67
H6 0.55 -1.96 -3.45
H7 -2.82 2.77 -5.22
H8 -3.28 -4.61 3.00
H9 -2.55 -1.33 5.15
H10 -2.17 1.62 -0.21
H11 5.35 -3.58 3.09
H12 1.35 -2.57 -0.60
H13 2.15 0.52 -1.71
H14 -0.96 -0.72 -1.87
H15 1.48 1.45 2.14
H16 -6.68 5.53 -6.37
H17 6.45 -3.19 4.50
H18 -1.79 -3.36 4.26
H19 1.97 2.17 -3.57
H20 -3.44 0.16 -5.26
H21 4.97 -4.80 -0.02
H22 -4.87 2.60 -3.80
H23 4.71 -2.66 4.57
H24 4.03 4.97 -1.07
H25 5.18 -0.49 1.72
H26 3.28 1.22 0.40
H27 -2.71 2.73 1.10
H28 -1.23 -2.38 2.89
H29 1.86 -1.01 3.84
H30 4.19 -1.97 2.08
H31 -2.99 0.35 -2.81
H32 0.97 1.23 5.22
H33 -3.97 -1.93 4.28
H34 -4.03 -3.11 2.33
H35 -3.98 0.30 3.65
H36 -6.84 4.01 -4.39
H37 4.35 -2.25 -3.41
H38 -1.01 0.15 5.13
H39 -0.26 -0.70 3.76
H40 -1.83 -1.12 -6.67
H41 0.20 2.41 4.13
H42 2.52 1.88 3.51
H43 2.93 4.45 -3.24
H44 4.36 0.81 3.39
H45 -0.64 1.92 1.87
H46 2.69 -4.15 0.77

Entry 11:
The following is a DFT calculation (the ωB97M-V functional and the def2-TZVPD basis) of a 11-piece molecular cluster, H24NO10 overall.

The value obtained for the highest occupied orbital energy is -0.49242 Ha. The HOMO-LUMO gap is 9.8 eV. The net charge is +1. As for the energy above the lowest of the compared OMol25 structures with the same formula, charge and spin: 655.95 kJ/mol. The spin multiplicity is 1. The LUMO energy comes out at -0.133 hartree.

Geometry (Å):
O1 -2.10 0.15 -2.49
O2 0.95 2.35 -1.96
O3 1.07 -2.21 0.89
O4 0.92 -1.64 -1.99
O5 2.26 0.20 -0.43
O6 -1.46 -2.14 -1.27
O7 2.27 1.13 1.79
O8 -0.82 -1.01 3.31
O9 -2.43 -2.53 1.58
O10 -0.75 3.96 1.52
N1 -0.67 0.90 0.28
H1 2.29 0.92 0.91
H2 2.62 -0.61 0.01
H3 1.87 2.60 -1.47
H4 -1.79 -1.09 -1.41
H5 0.13 0.43 -0.38
H6 -0.10 1.61 0.85
H7 -2.97 0.43 -2.50
H8 0.98 -3.17 1.00
H9 3.03 0.67 -0.97
H10 -1.75 3.54 1.68
H11 -0.99 4.69 0.93
H12 2.07 -2.13 0.88
H13 0.53 3.16 -1.98
H14 -1.87 -2.51 0.92
H15 -1.94 0.31 -3.35
H16 1.40 -0.70 -2.01
H17 1.26 -1.98 -2.65
H18 -0.54 -1.96 -1.29
H19 -2.43 -3.42 1.47
H20 -0.79 0.07 0.80
H21 -1.52 0.94 -0.31
H22 2.57 1.93 1.76
H23 0.11 -1.34 3.07
H24 -1.43 -1.55 2.82